Entry 1:
Molecular formula: C12H16MnN4O4
Method: DFT, the ωB97M-V functional and the def2-TZVPD basis

```
! RIJCOSX wB97M-V def2-TZVPD def2/J DEFGRID3
* xyz 3 5
Mn 1.07287 -1.53244 -0.56281
O 2.37363 -1.84348 2.16520
C 1.77093 -1.70401 1.17920
C 0.25659 -1.41681 -2.24536
O -0.33757 -1.45198 -3.25420
C -0.36239 -2.74389 -0.30430
O -0.97222 -3.73453 -0.34242
C 2.68244 -0.57602 -0.67314
O 3.81171 -0.22567 -0.78107
C 2.44370 -3.07002 -0.49233
H 3.57777 -2.99443 -0.35738
H 2.08184 -4.01723 0.02171
C 1.86659 -2.77749 -1.75605
H 1.32771 -3.55160 -2.26725
H 2.34165 -2.05120 -2.43789
C 0.04456 0.69795 1.57976
N -0.19380 0.25693 0.13889
C 0.07604 1.43137 -0.70919
N -0.75508 2.65387 -0.30613
C -0.48758 3.01301 1.08278
N -0.77221 1.86985 1.97125
C -2.22383 1.56613 1.80655
N -2.52654 1.21813 0.39569
C -1.69904 0.03361 -0.00093
C -2.18495 2.36541 -0.46310
H 1.10908 0.98605 1.65603
H -0.21928 -0.15502 2.23222
H -0.21804 1.24375 -1.75197
H 1.10114 1.79172 -0.59208
H -1.12492 3.85184 1.41496
H 0.57616 3.30420 1.19440
H -2.52322 0.69786 2.46536
H -2.78435 2.47373 2.10175
H -1.90681 -0.15959 -1.07235
H -1.99451 -0.78489 0.67209
H -2.80269 3.22848 -0.18573
H -2.42539 2.10641 -1.52213
*
```

Output
HOMO (alpha / beta)   -19.9 / -20.0 eV
E_tot   -2136.44912 Eh
Molar mass   335.22 u
Orbital gap (alpha / beta)   7.54 / 4.92 eV

Löwdin atomic charge list, values in e, 8 entries:
1. Mn 0.36
2. O 0.30
3. C -0.09
4. C -0.07
5. O 0.30
6. C 0.01
7. O 0.31
8. C -0.01

Entry 2:
Molecular formula: C12H16N2
Method: DFT, the ωB97M-V functional and the def2-TZVPD basis

```
! RIJCOSX wB97M-V def2-TZVPD def2/J DEFGRID3
* xyz 0 1
C -1.71282 -0.89526 -3.48598
C -1.80038 -1.54424 -2.11910
C -2.37796 -0.74073 -1.03253
C -2.54638 0.57152 -0.84981
N -3.09493 0.75218 0.40119
C -3.11404 -0.48912 0.95216
N -2.64226 -1.42160 0.19064
H -2.60659 -0.40395 -3.89658
H -1.47383 -1.55770 -4.30329
H -0.98123 -0.07724 -3.48134
H -2.40796 -2.43245 -2.22092
H -0.87406 -2.08591 -1.99649
H -2.11238 1.40093 -1.37305
H -3.23882 1.66243 0.77878
H -3.53929 -0.61668 1.93479
C 4.14632 0.65897 0.20654
C 2.84541 0.62586 0.94127
C 2.81974 1.09493 2.26130
C 1.61790 1.12672 2.95264
C 0.51163 0.45234 2.44548
C 0.60851 -0.19930 1.22440
C 1.72248 0.00647 0.41869
H 4.35046 -0.26101 -0.34396
H 5.03661 0.64415 0.84846
H 4.35636 1.45740 -0.50267
H 3.74927 1.48278 2.65812
H 1.60791 1.69913 3.87443
H -0.31126 0.26125 3.12593
H -0.18348 -0.89491 1.00042
H 1.64507 -0.27697 -0.60951
*
```

Output
HOMO   -8.7 eV
Relative energy (zero: lowest compared OMol25 entry of this formula, charge and spin)   1.094 eV
E_tot   -576.33980 Eh
Molar mass   188.27 u
Orbital gap   9.56 eV

Löwdin atomic charge list, values in e, 8 entries:
1. C -0.12
2. C -0.22
3. C -0.31
4. C -0.08
5. N 0.06
6. C -0.24
7. N 0.11
8. H 0.08

Entry 3:
Molecular formula: C12H16N2O
Method: DFT, the ωB97M-V functional and the def2-TZVPD basis

```
! RIJCOSX wB97M-V def2-TZVPD def2/J DEFGRID3
* xyz 0 1
C -1.70754 2.88851 -0.00752
C -2.03472 1.45834 0.24466
C -2.82854 0.66469 -0.52461
N -2.62030 -0.68188 -0.30454
C -1.65684 -0.78169 0.67814
C -1.02607 -1.85746 1.30929
C -0.25783 -1.63218 2.43219
C 0.03447 -0.31929 2.85133
C -0.26693 0.72021 2.00237
C -1.26274 0.51345 1.02911
H -2.51693 3.61484 -0.05083
H -1.29159 2.92719 -1.01922
H -0.97108 3.23777 0.70658
H -3.64922 0.94732 -1.17280
H -2.82291 -1.48121 -0.86904
H -0.99508 -2.87870 0.95441
H 0.21329 -2.51182 2.82407
H 0.55574 -0.13015 3.78032
H 0.11574 1.69951 2.24342
C 2.44615 -2.00110 -1.50230
C 1.57556 -0.93349 -0.88208
C 2.03069 0.50933 -0.98600
N 2.22437 0.97760 -2.28066
O 2.21719 1.25965 -0.05329
H 3.29450 -1.60346 -2.05284
H 1.91633 -2.57618 -2.26369
H 2.96222 -2.68732 -0.83885
H 0.51415 -1.01541 -1.10866
H 1.65952 -1.00474 0.20879
H 2.55111 1.92878 -2.33211
H 1.59729 0.74888 -3.01566
*
```

Output
HOMO   -7.7 eV
Relative energy (zero: lowest compared OMol25 entry of this formula, charge and spin)   1.036 eV
E_tot   -651.60552 Eh
Molar mass   204.27 u
Orbital gap   8.43 eV

Löwdin atomic charge list, values in e, 8 entries:
1. C -0.04
2. C -0.21
3. C -0.08
4. N 0.08
5. C -0.24
6. C -0.05
7. C -0.10
8. C -0.09

Entry 4:
Molecular formula: C12H16N2O
Method: DFT, the ωB97M-V functional and the def2-TZVPD basis

```
! RIJCOSX wB97M-V def2-TZVPD def2/J DEFGRID3
* xyz 0 1
C 1.33333 -2.06130 0.87353
C 0.88020 -1.70527 -0.49904
C 1.53410 -0.90707 -1.39549
N 0.70732 -0.26996 -2.31904
C -0.63106 -0.77309 -1.99879
C -1.81189 -0.25527 -2.39983
C -2.94942 -0.65656 -1.73209
C -2.79427 -1.76714 -0.81681
C -1.64956 -2.22995 -0.26895
C -0.50424 -1.66107 -0.88396
H 1.93014 -1.28803 1.28637
H 1.77986 -3.00281 0.85147
H 0.48423 -2.12169 1.63723
H 2.57403 -0.67904 -1.19368
H 0.96330 -0.09716 -3.29837
H -1.71732 0.59761 -3.12337
H -3.97918 -0.41722 -1.95794
H -3.74969 -2.06101 -0.33684
H -1.57361 -3.06703 0.34690
C 1.07437 2.50039 0.06577
C 1.40847 2.54017 1.55504
C 1.02005 1.36357 2.38780
N -0.39805 1.40417 2.63160
O 1.67038 0.44139 2.76084
H 0.01601 2.84359 -0.11213
H 1.40559 1.30753 -0.20155
H 1.80348 3.11950 -0.69697
H 2.39784 2.95844 1.78319
H 0.80893 3.37732 1.97278
H -0.92631 0.55646 2.87780
H -1.10703 2.01052 2.20454
*
```

Output
HOMO   -7.8 eV
Relative energy (zero: lowest compared OMol25 entry of this formula, charge and spin)   2.604 eV
E_tot   -651.54789 Eh
Molar mass   204.27 u
Orbital gap   8.57 eV

Löwdin atomic charge list, values in e, 8 entries:
1. C -0.04
2. C -0.23
3. C -0.12
4. N 0.07
5. C -0.19
6. C -0.07
7. C -0.08
8. C -0.11

Entry 5:
Molecular formula: C12H16N2O
Method: DFT, the ωB97M-V functional and the def2-TZVPD basis

```
! RIJCOSX wB97M-V def2-TZVPD def2/J DEFGRID3
* xyz 0 1
C -0.86559 -0.87300 2.53088
C -1.24077 -1.29443 1.16941
C -2.39727 -1.20673 0.43430
N -2.10877 -1.36522 -0.89812
C -0.74264 -1.55456 -1.05049
C -0.02808 -1.77977 -2.20584
C 1.35381 -1.90519 -2.13524
C 1.94131 -1.79782 -0.88916
C 1.25630 -1.56310 0.29729
C -0.13552 -1.42722 0.23222
H -0.96519 -1.78904 3.14351
H -1.52061 -0.19890 3.02295
H 0.14999 -0.50237 2.69138
H -3.37936 -0.96767 0.78627
H -2.72152 -1.10692 -1.64903
H -0.51538 -1.90294 -3.17892
H 2.03438 -1.91723 -2.98032
H 2.99378 -1.92970 -0.79317
H 1.74081 -1.46319 1.25199
C 1.24723 2.46526 -1.16370
C 1.25658 2.20042 0.33840
C -0.08060 2.61790 0.98217
N -1.03891 1.72557 0.63727
O -0.19002 3.48385 1.82106
H 0.63261 3.35640 -1.32462
H 0.52471 1.81730 -1.70491
H 2.21851 2.61670 -1.61606
H 1.31715 1.09689 0.46278
H 2.15447 2.63911 0.77633
H -1.97613 1.59526 0.98351
H -0.91528 0.93034 0.02787
*
```

Output
HOMO   -8.2 eV
Relative energy (zero: lowest compared OMol25 entry of this formula, charge and spin)   0.999 eV
E_tot   -651.60686 Eh
Molar mass   204.27 u
Orbital gap   8.82 eV

Löwdin atomic charge list, values in e, 8 entries:
1. C -0.06
2. C -0.24
3. C -0.07
4. N 0.07
5. C -0.22
6. C -0.03
7. C -0.09
8. C -0.11

Entry 6:
Molecular formula: C12H16N2O
Method: DFT, the ωB97M-V functional and the def2-TZVPD basis

```
! RIJCOSX wB97M-V def2-TZVPD def2/J DEFGRID3
* xyz 0 1
C -1.62356 -0.23629 2.58718
C -1.46205 -0.83823 1.22410
C -2.34616 -0.80521 0.17884
N -1.61816 -1.14537 -0.99546
C -0.38595 -1.66430 -0.62561
C 0.76095 -2.04853 -1.38183
C 1.84271 -2.49775 -0.67877
C 1.93938 -2.41146 0.73292
C 0.94527 -1.71740 1.38936
C -0.28636 -1.47048 0.76648
H -1.70163 0.84668 2.55732
H -0.73281 -0.39696 3.20377
H -2.42297 -0.72090 3.10911
H -3.36521 -0.49453 0.05159
H -2.00077 -1.42605 -1.88460
H 0.66900 -2.03442 -2.46041
H 2.63852 -2.86016 -1.31771
H 2.79743 -2.83078 1.23105
H 1.24259 -1.31421 2.36587
C 1.01900 1.31507 -1.72366
C 1.32564 2.24381 -0.56283
C 0.13967 3.13623 -0.21119
N -1.13162 2.59173 -0.13398
O 0.34877 4.31532 -0.00114
H 1.71384 0.48013 -1.76219
H 0.94776 1.79159 -2.72541
H 0.08497 0.77361 -1.55413
H 1.63847 1.67235 0.30709
H 2.12321 2.90937 -0.90722
H -1.94123 3.17135 -0.25359
H -1.15872 1.66577 -0.52494
*
```

Output
HOMO   -8.2 eV
Relative energy (zero: lowest compared OMol25 entry of this formula, charge and spin)   0.735 eV
E_tot   -651.61658 Eh
Molar mass   204.27 u
Orbital gap   8.91 eV

Löwdin atomic charge list, values in e, 8 entries:
1. C -0.03
2. C -0.24
3. C -0.04
4. N 0.06
5. C -0.22
6. C -0.05
7. C -0.11
8. C -0.08